C3H9NO3 | ωB97M-V with the def2-TZVPD basis set

The lowest unoccupied orbital energy (alpha / beta) is -3.620 / -9.314 eV. The gap between HOMO and LUMO (alpha / beta) comes out at 9.90 / 4.21 eV.

Structure (ORCA input):
```
! wB97M-V def2-TZVPD RIJCOSX def2/J DEFGRID3
* xyz 1 2
H 3.05060 5.16214 -1.37215
O -1.85129 -2.42542 -0.97422
N 0.61547 0.27380 0.21915
O -1.56216 -0.01406 -0.40940
H 0.33048 -2.29715 0.20192
H -2.64686 -2.28136 0.81679
H -2.52209 -1.70386 -1.01316
H 0.75314 1.12711 -0.41906
C -1.70329 -2.58909 0.49236
H 3.29235 6.61078 -1.27754
H -1.59317 -3.57841 0.85244
H 1.37696 0.13825 0.87790
C -0.53117 -0.37932 0.15265
H -0.11890 -2.02202 1.86982
O 3.58701 5.76690 -0.81050
C -0.47710 -1.78829 0.79300
*
```

***

C21H63BO8 | ωB97M-V with the def2-TZVPD basis set

The lowest unoccupied orbital energy is 0.051 eV. The gap between HOMO and LUMO comes out at 9.45 eV.

Structure (ORCA input):
```
! wB97M-V def2-TZVPD RIJCOSX def2/J DEFGRID3
* xyz 0 1
C -4.16666 -1.70068 2.45183
H 2.85652 1.75990 -0.47493
H -0.23431 5.95364 -0.71706
O 4.44868 -0.03144 0.50604
H -0.41682 -0.05509 -4.34296
C 3.10951 -3.26957 -0.42627
H -1.86446 5.58516 -0.06381
C -0.79427 5.57946 0.13878
H -1.20891 -1.67312 4.29665
H 0.85441 0.37913 -0.34167
O -3.60718 4.56079 -2.55130
C -4.03489 -0.96478 0.05486
H 4.66823 -2.39911 0.74158
H 1.34209 0.05307 1.14415
H -4.87574 -0.27420 0.16428
H -5.76565 4.92762 -1.24860
H 4.54879 -1.19695 -1.89092
H -3.54199 3.81702 -0.11513
H -3.62799 -1.78359 3.39539
O -2.86158 0.18492 1.81970
H -1.09462 0.52009 -0.50794
C 2.15111 -4.44370 -0.45625
H 2.03839 -0.84493 2.34309
H 4.72059 -4.16563 0.66342
C -0.42529 -2.87806 -3.78424
H 3.72611 -3.27625 -1.33887
H -2.70500 4.26759 -2.71654
H -6.47824 3.32727 -1.46503
O -0.39246 3.35579 -0.61794
H -1.00166 3.77925 1.29183
O 2.16860 -0.08370 1.72750
H 0.64939 -3.00853 -3.94552
H 1.09819 -0.68840 -3.65323
H 6.16732 -0.83926 -1.29397
H -4.44683 -1.90601 -0.32111
H -3.37511 -0.58497 -0.72943
H -5.06912 -1.09742 2.58553
H -0.43473 2.42782 -0.34620
C -3.82272 2.98621 -0.76185
H 3.01996 -0.07855 1.19859
C 5.26943 -0.39210 -1.72933
H 5.25897 0.00456 1.02196
H -4.41910 2.69234 -2.84206
H 1.08291 4.55932 2.14153
H -2.89855 2.40289 -0.85989
H -0.62928 -3.58842 2.63055
H 3.52317 -3.33627 1.70889
H -0.26839 -0.67768 0.86880
H 1.49681 3.20496 1.07156
H 2.64833 -5.39244 -0.24825
H -1.73877 -1.53754 -2.83921
H 2.47026 -1.75119 4.51641
O 2.10340 -1.93502 3.64715
O 2.38657 -2.03789 -0.39136
H -6.14602 4.39814 -2.87122
H -0.59890 6.23684 0.98984
H 0.04325 0.35172 -2.66303
C 0.06381 -0.41704 -3.43453
H -4.51102 -2.69379 2.15750
C -5.79027 4.05173 -1.89932
H -2.15108 0.45157 1.21528
H -4.46750 2.28019 -0.22813
C -0.24154 -1.31030 3.94690
O -0.17597 -2.00001 -1.59552
C -4.40072 3.46763 -2.06938
H -0.45431 -1.34294 -0.94427
H 1.37822 -4.28153 0.29919
H -0.33188 -0.71521 3.03909
H 2.69719 0.37312 -1.57952
C 0.74715 -2.44915 3.82614
B -0.18895 0.37845 0.27575
H 3.49593 1.85954 -2.10282
H -2.42208 -1.73581 1.23230
H -0.89835 -2.73080 -4.75458
H 1.73607 4.92627 0.58477
H -0.81949 -3.76704 -3.29578
H 5.36332 1.45833 -0.63260
C -0.64843 -1.65258 -2.90337
H 5.54014 0.03995 -2.69198
H 1.57013 -2.13642 -0.91800
H 0.64459 -2.78799 1.72679
C 4.05802 -3.30470 0.75681
C 3.35378 1.18572 -1.25910
C 4.67240 0.61828 -0.76738
H 1.05039 -4.24636 2.63735
C 1.08746 4.21435 1.10138
H 0.07302 -0.64091 4.75787
C -0.33304 4.19197 0.52491
H -0.15226 1.28410 1.07651
C 0.43206 -3.35073 2.64454
H 1.65664 -4.52632 -1.42532
C -3.29997 -1.08707 1.37890
H 0.76085 -3.02758 4.75482
*
```

***

| no. | total energy (eV) | molecular weight (g/mol) |
| --- | --- | --- |
| 1 | -10879.265 | 107.11 |
| 2 | -39853.945 | 454.54 |